Record 1
DFT (ωB97M-V with the def2-TZVPD basis set) results for C28H27BaN6O4S4 as an isolated structure.

Summary:
Net charge: -1
HOMO-LUMO gap (eV): 7.06
HOMO level (eV): -5.345
Relative energy (zero: lowest compared OMol25 entry of this formula, charge and spin) (kcal/mol): 9.2
Multiplicity: 1

```
70
Properties=species:S:1:pos:R:3:forces:R:3
Ba 0.216326 -0.566081 -0.920452 -1.388 0.356 1.190
C -1.856113 2.504801 2.552701 -0.001 0.022 0.000
C -0.334606 2.385634 2.575771 -0.016 -0.013 -0.001
S 0.363014 0.723352 2.416531 0.066 -0.001 -0.034
C -0.421467 -0.166090 3.786557 -0.002 -0.013 -0.011
C -1.038145 -1.502914 3.384130 -0.001 0.000 0.007
S -2.233428 -1.475696 2.028021 0.024 -0.026 0.000
C -3.504832 -0.367998 2.701178 0.015 -0.005 -0.024
C -3.916784 0.765468 1.765301 -0.001 0.015 0.022
S -2.593727 1.779470 1.067600 0.007 0.002 -0.002
H -2.299636 2.037925 3.431973 0.000 -0.011 0.005
H -2.111688 3.565494 2.598867 0.002 -0.008 0.011
H 0.089195 2.920120 1.722938 0.004 -0.002 -0.006
H 0.052457 2.855566 3.482757 -0.001 0.005 -0.017
H 0.329399 -0.353393 4.556697 -0.013 0.000 -0.016
H -1.168328 0.492329 4.228631 0.002 0.001 0.008
H -0.263536 -2.176901 3.020934 0.006 -0.005 -0.005
H -1.496876 -1.960823 4.263986 0.005 0.007 -0.009
H -4.393322 -0.956171 2.938634 -0.002 -0.001 0.002
H -3.131921 0.030843 3.644166 0.001 0.005 0.009
H -4.418655 0.356533 0.886905 -0.016 -0.006 -0.009
H -4.643718 1.400649 2.278593 0.001 -0.004 -0.011
O 7.707136 -0.985245 -1.180231 -0.090 -0.222 0.027
C 7.205399 -0.258648 -0.299704 0.066 0.265 -0.057
O 7.729532 0.300378 0.679935 -0.100 -0.069 -0.001
C 5.677437 -0.030429 -0.450038 0.057 -0.063 -0.003
C 4.929419 0.525322 0.579193 -0.013 -0.051 0.011
C 3.549551 0.525396 0.487304 -0.008 -0.111 0.130
N 2.879909 -0.009956 -0.538659 0.366 0.201 -0.285
C 3.606902 -0.451117 -1.577463 0.047 0.231 0.024
C 4.990388 -0.457546 -1.578055 0.056 0.108 0.064
C 2.856645 -1.121689 -2.722427 0.055 0.258 -0.286
O 3.360336 -1.162709 -3.831283 -0.003 -0.027 0.073
O 1.741520 -1.674190 -2.360689 0.428 -0.194 -0.785
H 5.443772 0.898711 1.453809 0.006 0.015 0.013
H 2.943191 0.907766 1.300640 0.004 0.029 0.001
H 5.536504 -0.864446 -2.417006 0.034 0.007 -0.048
S -4.404611 1.749248 -2.426103 0.017 -0.016 0.013
C -4.908495 0.190525 -1.873438 0.013 0.000 -0.001
C -6.192353 -0.319638 -1.716682 -0.005 -0.010 0.000
C -6.333887 -1.596091 -1.204005 0.007 0.002 0.003
C -5.211092 -2.356085 -0.860943 -0.013 -0.008 0.000
C -3.936022 -1.850863 -1.021297 0.020 0.000 -0.012
C -3.776807 -0.559405 -1.526149 -0.060 -0.031 0.027
N -2.569044 0.091620 -1.685180 0.122 -0.014 -0.195
C -2.722751 1.297755 -2.145660 -0.086 0.015 0.045
C -1.653534 2.281851 -2.356414 0.044 0.038 -0.008
C -1.959406 3.439310 -3.084674 -0.028 0.014 -0.011
C -0.997787 4.411538 -3.269808 0.019 0.018 -0.010
C 0.267899 4.214309 -2.726224 0.004 0.011 -0.006
C 0.548756 3.052201 -2.020317 -0.006 0.018 0.041
C -0.386885 2.027941 -1.787972 -0.010 0.110 -0.138
H -7.059316 0.270736 -1.981113 -0.019 0.011 -0.007
H -7.323894 -2.009787 -1.066628 -0.018 -0.012 0.000
H -5.343101 -3.352653 -0.460641 0.002 -0.010 0.004
H -3.067166 -2.432864 -0.743680 0.003 -0.009 0.001
H -2.942128 3.581515 -3.524514 -0.006 0.003 -0.004
H -1.224054 5.304814 -3.838358 -0.001 0.009 -0.001
H 1.037070 4.965966 -2.868854 0.005 0.007 0.001
H 1.559633 2.939053 -1.634245 0.035 -0.001 0.004
N 3.616540 -3.190308 -1.174007 0.182 -0.814 0.719
C 3.949491 -3.616378 0.046325 0.145 0.120 -0.345
N 5.235807 -3.979034 0.260731 -0.023 0.022 0.084
N 3.105072 -3.762829 1.062855 0.056 0.166 -0.023
C 1.945314 -3.170114 0.987602 0.174 -0.170 -0.027
N 0.908842 -2.642370 1.012163 -0.213 0.040 -0.095
H 4.331789 -2.951685 -1.840640 0.080 -0.128 0.032
H 2.691423 -2.818680 -1.375643 -0.124 -0.115 -0.016
H 5.943420 -3.593960 -0.346300 0.067 0.036 -0.030
H 5.490028 -4.049350 1.232069 0.020 0.000 -0.028
```
Positions in Å, forces in eV/Å.

Record 2
DFT (ωB97M-V with the def2-TZVPD basis set) results for a 2-piece molecular cluster, C7H9N overall.

Summary:
HOMO-LUMO gap (eV): 8.75
HOMO level (eV): -8.904
Relative energy (zero: lowest compared OMol25 entry of this formula, charge and spin) (kcal/mol): 164.5
Multiplicity: 1

```
17
Properties=species:S:1:pos:R:3:forces:R:3
C 1.688031 0.844374 0.234191 1.723 2.951 0.351
C 1.165426 -0.501645 0.033219 -3.717 0.915 -0.099
C 2.035032 -1.467885 0.017738 -2.670 -4.577 -1.113
C -0.348476 -0.850144 -0.102846 -0.422 -0.950 -0.753
C -1.491388 -0.074341 -0.025249 -0.083 -4.737 0.014
C -1.469665 1.333173 -0.130556 -1.107 -2.806 -9.188
C -2.957731 -0.551514 0.043174 3.134 -0.993 -0.008
H 1.812677 1.086205 1.504189 0.114 -0.538 -3.891
H 2.880490 0.534555 -0.575813 -3.328 2.526 2.975
H 0.957436 1.749830 -0.193296 2.672 -2.497 0.844
H 1.490414 -2.448055 -0.363006 2.096 1.381 1.355
H 2.994810 -1.394033 0.459910 0.998 -0.106 -0.437
H -0.410606 -1.934233 -0.421950 -0.443 1.212 1.001
H -0.850673 1.636247 0.469678 6.674 4.190 5.957
H -2.378688 1.629272 0.077185 -4.408 2.536 0.480
H -1.118102 1.394286 -1.292183 -1.078 1.168 2.713
N -3.998980 -0.986089 0.265610 -0.155 0.325 -0.200
```
Positions in Å, forces in eV/Å.

Record 3
DFT (ωB97M-V with the def2-TZVPD basis set) results for a 14-piece molecular cluster, C18H47BN2O17P2S overall.

Summary:
HOMO-LUMO gap (eV): 7.04
HOMO level (eV): -8.357
Multiplicity: 1

```
88
Properties=species:S:1:pos:R:3:forces:R:3
C -1.156809 1.692402 1.600077 4.243 -3.664 -8.874
C -0.508557 1.304193 0.389734 -4.465 1.685 8.230
N 0.242361 0.647311 -0.787428 -1.646 -1.331 3.753
C 1.492865 0.051840 -0.179473 5.013 -1.129 1.566
C 2.897484 0.924594 -0.388940 -0.075 -2.790 1.632
C 4.359961 0.489296 0.216554 -4.827 -1.696 0.215
P 5.835688 1.671513 -0.163338 0.219 0.291 0.356
C 5.579451 2.561330 -1.871243 -0.609 0.771 -0.843
C 5.632805 3.105421 1.139763 -1.295 0.746 0.410
C 4.464217 -0.892040 1.112656 -3.413 1.259 -1.818
C 5.909120 -1.322645 1.756953 -1.122 0.540 0.998
N 6.810743 -2.118233 0.838938 -0.279 0.932 0.197
C 3.074769 -1.798535 1.314777 0.507 2.780 -1.615
C 1.598717 -1.336998 0.685155 2.906 2.871 -1.245
S 0.015345 -2.337847 0.912186 0.534 1.532 -2.051
C -1.011329 -1.872412 -0.629823 -1.019 1.436 -2.532
C -2.133938 -2.927497 -1.245007 1.155 4.514 -1.961
C -2.957752 -2.428443 -2.572081 2.389 1.242 0.718
B -4.145274 -3.417613 -3.223633 -0.203 -0.687 -0.413
C -5.710310 -2.903815 -2.906608 0.018 0.158 0.409
O -3.816867 -4.648197 -3.970727 -2.238 2.253 2.120
C -2.720112 -0.986756 -3.359119 2.882 -0.732 4.548
C -1.575921 0.012084 -2.675230 -1.645 -2.846 1.154
P -1.189886 1.737050 -3.492489 6.040 1.812 -1.949
O 0.323556 1.782811 -4.047261 -5.525 -0.524 1.965
O -1.279045 2.997085 -2.279896 0.301 -1.761 -2.180
O -2.216524 2.089681 -4.861377 1.367 -1.134 2.120
C -0.724559 -0.399208 -1.295492 -3.150 -2.531 -2.491
H -1.900524 1.726674 2.520526 1.688 0.299 -2.248
H 2.829743 1.935247 -1.015725 0.025 -2.543 1.501
H 5.882579 1.882698 -2.779409 -0.682 1.117 1.937
H 6.265769 3.530965 -1.947887 -1.340 -2.123 0.548
H 4.480617 2.927624 -2.038622 2.027 -0.653 0.242
H 6.536399 3.881825 1.082166 -1.971 -1.908 0.122
H 5.509323 2.647820 2.229589 0.542 0.922 -2.379
H 4.608083 3.681271 0.934461 2.244 -1.072 0.424
H 5.672890 -1.929035 2.757788 0.451 1.166 -2.230
H 6.454511 -0.334616 2.116283 -1.218 -1.975 -0.877
H 6.382921 -2.306700 -0.094270 0.617 0.639 1.100
H 7.736377 -1.626391 0.760362 -1.559 -0.780 -0.281
H 3.204293 -2.804301 1.943349 -0.597 2.470 -1.585
H -2.296189 -3.972920 -0.705067 0.449 2.587 -1.474
H -5.681331 -1.782246 -2.505442 -0.127 -2.443 -0.917
H -6.152731 -3.541072 -2.017464 0.752 1.157 -1.707
H -6.413919 -2.980015 -3.839100 1.300 0.084 1.876
H -4.674373 -5.165759 -4.064824 1.533 0.958 -0.055
H -3.332358 -0.669318 -4.327987 1.630 -0.739 2.506
H -0.413631 3.533629 -2.265883 -1.645 -1.537 -0.576
H -1.734919 1.869166 -5.715477 -0.269 0.327 1.781
O -4.777935 -4.773945 0.003752 0.452 0.014 -0.121
H -4.033684 -4.726026 0.622398 -0.347 -0.002 -0.113
H -4.394590 -4.506019 -0.844809 -0.237 -0.087 0.344
O -3.451759 2.446380 3.734767 -0.268 -0.083 -0.458
H -4.076433 2.991357 3.233059 0.282 -0.094 0.138
H -3.984875 1.694765 4.034197 0.123 0.127 0.436
O 6.445364 -5.383707 0.154267 -0.289 -0.049 0.416
H 5.945784 -5.978331 0.733723 0.200 0.165 -0.274
H 6.478641 -4.550084 0.646974 0.164 0.018 -0.094
O -4.219815 -0.193742 0.095972 0.200 0.170 0.140
H -3.336660 -0.402146 -0.243930 -0.156 0.058 0.068
H -4.067235 0.540445 0.709554 0.017 -0.227 -0.249
O 0.365232 3.512973 3.980775 -0.381 0.009 0.047
H -0.099253 3.940060 3.245398 0.182 -0.146 0.188
H -0.275859 2.871324 4.321487 0.150 0.084 -0.161
O -5.730989 -1.223587 -5.470983 0.503 0.322 -0.013
H -4.847834 -1.431991 -5.810885 -0.326 -0.024 -0.099
H -5.578409 -0.489399 -4.857402 -0.186 -0.150 -0.093
O 6.517746 1.507607 -4.882092 0.292 0.023 -0.467
H 7.370640 1.943644 -5.028287 -0.231 -0.171 0.123
H 6.368255 1.006383 -5.697703 -0.018 0.125 0.327
O -7.621539 -0.495107 -7.610621 -0.268 -0.180 0.207
H -6.975800 -0.621761 -6.899347 -0.039 -0.075 -0.076
H -8.394642 -1.000323 -7.317595 0.287 0.213 -0.159
O 9.028150 0.669774 -2.268055 -0.013 0.040 0.372
H 8.215247 1.051873 -1.904573 0.131 -0.156 -0.037
H 9.520316 0.379033 -1.485728 -0.173 0.121 -0.302
O -4.496165 1.096115 6.191795 0.058 -0.217 0.152
H -4.217390 1.752814 6.847509 -0.167 0.061 -0.184
H -4.574832 0.275605 6.701079 0.078 -0.009 -0.168
O 0.332779 4.333182 6.829173 0.401 -0.090 0.056
H 0.385365 4.209960 5.869497 0.024 0.087 -0.028
H 1.246065 4.215646 7.130654 -0.379 0.058 -0.082
O -3.942494 -1.753036 7.044567 -0.069 -0.363 -0.292
H -3.613432 -1.875618 6.141450 -0.038 0.107 0.274
H -4.307697 -2.619006 7.280186 0.077 0.336 0.001
O -5.382805 3.206177 8.039816 -0.361 -0.035 -0.063
H -5.847290 3.633265 7.304440 0.195 -0.132 0.216
H -6.023896 2.564528 8.380527 0.215 0.204 -0.098
```
Positions in Å, forces in eV/Å.

Record 4
DFT (ωB97M-V with the def2-TZVPD basis set) results for C5H5N2O as an isolated structure.

Summary:
Net charge: +1
HOMO-LUMO gap (spin up / spin down) (eV): 7.57 / 7.57
HOMO level (spin up / spin down) (eV): -14.516 / -14.516
Relative energy (zero: lowest compared OMol25 entry of this formula, charge and spin) (kcal/mol): 86.6
Multiplicity: 1

```
13
Properties=species:S:1:pos:R:3:forces:R:3
C 1.105634 0.301957 1.794931 1.113 2.497 0.006
C 0.684361 -1.014716 1.403671 1.593 -3.582 2.444
C 0.627076 1.278277 0.924743 1.036 -1.248 1.085
C 0.020080 -0.536493 0.432747 -1.111 -0.350 -1.724
C -1.848040 -0.663732 -3.148104 -0.017 -0.781 0.437
N -0.083717 0.642243 -0.088836 0.161 0.983 0.613
N -2.503859 -0.362897 -4.064755 -1.690 0.438 -1.910
O -1.153608 -0.944377 -2.241748 0.493 0.264 0.641
H 1.962247 0.405082 2.523779 -1.541 -0.071 -0.555
H 1.046877 -1.909683 2.006809 -0.935 1.157 -1.521
H 0.670367 2.322329 0.981349 0.212 1.227 -0.145
H -0.533580 1.141703 -0.834545 -0.560 -0.669 -0.381
H -3.319294 -0.508597 -4.683002 1.247 0.136 1.011
```
Positions in Å, forces in eV/Å.

Record 5
DFT (ωB97M-V with the def2-TZVPD basis set) results for an isolated ion of composition C14H19N2 and charge +1.

Summary:
Net charge: +1
HOMO-LUMO gap (eV): 7.95
HOMO level (eV): -11.163
SMILES: C1=CC=CC(N2CCC[N+]3=C2CCC3)C=C1
Relative energy (zero: lowest compared OMol25 entry of this formula, charge and spin) (kcal/mol): 28.0
Multiplicity: 1

```
35
Properties=species:S:1:pos:R:3:forces:R:3
C 2.264226 -0.813416 1.387200 0.550 0.739 -0.567
C 2.188026 0.638854 1.898237 1.300 -0.570 0.325
N 0.916020 1.272864 1.589323 -0.998 -1.827 0.325
C -0.152702 0.476057 1.644950 -0.504 0.942 0.173
C -1.613221 0.904149 1.572950 0.280 -0.022 -0.114
C -2.375234 -0.416300 1.799011 -0.711 0.049 0.167
C -1.343002 -1.525629 1.895805 -0.523 -0.533 -0.295
N -0.091605 -0.822658 1.829577 0.646 -0.112 0.033
C 1.110043 -1.615666 1.884353 0.229 -0.462 0.266
H 2.257080 -0.814086 0.294465 0.030 0.107 -0.001
H 3.208290 -1.277370 1.692615 -0.176 0.235 0.011
H 2.338396 0.623025 2.994109 -0.090 0.184 -0.365
H 3.016520 1.219187 1.465565 -0.437 -0.038 0.102
H -1.858827 1.662701 2.322360 0.219 -0.152 -0.022
H -1.846569 1.356713 0.602932 0.202 -0.105 0.089
H -2.950641 -0.389753 2.724364 -0.064 0.182 -0.155
H -3.061045 -0.620484 0.980253 -0.083 0.109 0.085
H -1.410610 -2.127623 2.814479 0.103 0.337 -0.148
H -1.405793 -2.241110 1.060297 0.058 0.243 0.170
H 0.947018 -2.496486 1.256826 0.050 0.008 0.143
H 1.280712 -1.951934 2.909989 -0.150 -0.043 0.017
C 0.849993 2.720770 1.590191 -0.181 1.754 -0.308
C 1.262800 3.271248 0.261899 0.867 0.804 -0.366
C 2.109809 4.284136 -0.055771 -1.654 -2.101 -1.336
C 2.985434 5.105937 0.667333 1.116 1.605 2.550
C 3.128481 5.125631 2.037805 -0.010 0.817 -2.511
C 2.402049 4.305347 2.936352 -0.588 -1.254 1.270
C 1.523697 3.293557 2.794927 0.195 0.273 0.849
H -0.180582 3.085365 1.684695 -0.310 -0.921 0.086
H 0.703407 2.829645 -0.565377 0.119 0.128 0.107
H 2.087013 4.490479 -1.121612 0.130 0.042 -0.016
H 3.486670 5.870520 0.058988 0.032 -0.397 0.482
H 3.731168 5.891361 2.525346 0.089 -0.207 -0.412
H 2.600574 4.542598 3.979640 0.002 -0.064 -0.052
H 1.122342 2.879261 3.742222 0.262 0.249 -0.582
```
Positions in Å, forces in eV/Å.

no.,molar mass (g mol⁻¹)
1,777.16
2,107.16
3,668.40
4,109.11
5,215.32